Record 1
Entry from the Open Molecules 2025 dataset: an isolated molecule of C3H6N2S2 in a non-equilibrium geometry (ωB97M-V/def2-TZVPD).

For the total energy, the calculation gives -1023.53647 Eh. As for the relative energy (zero: lowest compared OMol25 entry of this formula, charge and spin): 83.10 kcal/mol. The max |F| is 5.932 eV/Å. As for the HOMO energy (spin up / spin down): -5.347 / -8.854 eV.

Geometry as ORCA input:
```
! RIJCOSX wB97M-V def2-TZVPD def2/J DEFGRID3
* xyz 0 3
C 0.648 0.784 -1.269
C 0.330 -0.328 -1.933
C -0.118 -1.435 -2.424
N 0.430 0.929 0.061
N 0.538 1.112 2.492
S -2.001 -0.217 1.636
S 0.183 0.000 1.199
H 0.712 1.786 -1.683
H -1.598 -1.432 1.683
H 0.264 -2.374 -2.588
H -1.146 -1.354 -2.836
H 0.364 0.919 3.511
H 1.394 1.610 2.152
*
```



Record 2
Entry from the Open Molecules 2025 dataset: C20H23BrHgN3O4PS2 as an isolated structure (ωB97M-V/def2-TZVPD).

For the total energy, the calculation gives -5106.44545 Eh. The max |F| is 0.665 eV/Å. As for the HOMO energy: -2.089 eV.

Geometry as ORCA input:
```
! RIJCOSX wB97M-V def2-TZVPD def2/J DEFGRID3
* xyz -2 1
Hg 1.707 1.615 -0.875
C 5.452 -3.329 -1.483
C 6.217 -2.152 -0.907
O 5.949 -2.003 0.460
P 4.832 -0.899 0.893
S 5.340 0.857 0.160
S 3.012 -1.606 0.584
O 5.197 -0.996 2.469
C 4.205 -0.713 3.426
C 3.946 0.774 3.560
H 5.663 -3.420 -2.548
H 4.382 -3.182 -1.342
H 5.741 -4.255 -0.987
H 5.974 -1.219 -1.438
H 7.301 -2.312 -0.990
H 4.587 -1.135 4.362
H 3.279 -1.241 3.152
H 4.867 1.306 3.790
H 3.223 0.951 4.355
H 3.544 1.180 2.635
Br -2.733 -2.809 -5.307
C -3.752 -2.064 -3.877
C -4.648 -2.866 -3.193
C -5.398 -2.317 -2.174
C -5.259 -0.973 -1.805
C -4.328 -0.193 -2.509
C -3.589 -0.730 -3.541
N -6.178 -0.468 -0.900
N -5.951 0.543 -0.163
C -4.742 1.010 0.197
C -4.771 2.354 0.633
C -3.653 3.094 0.861
C -2.333 2.537 0.710
O -1.310 3.225 0.798
C -2.286 1.067 0.486
N -1.081 0.494 0.581
C -0.985 -0.812 0.479
C -2.099 -1.640 0.326
C -3.340 -1.066 0.215
C -3.468 0.331 0.249
H -4.762 -3.908 -3.460
H -6.120 -2.921 -1.643
H -4.187 0.844 -2.240
H -2.874 -0.117 -4.071
H -5.756 2.799 0.714
H -3.712 4.137 1.141
H 0.017 -1.220 0.544
H -1.979 -2.715 0.301
H -4.222 -1.687 0.121
C 2.086 4.866 1.070
O 1.522 4.046 2.057
H 1.665 5.885 1.102
H 1.947 4.467 0.057
H 3.159 4.928 1.260
H 0.700 3.657 1.704
*
```